The following is a quantum chemistry calculation of a 2-piece molecular cluster, C5H12N2O2 overall, from OMol25.

Each atom is followed by the atoms it is bonded to, with distances in Å.
Positions of all 21 atoms, in Å:
1 C -0.97781 -0.19704 -0.00782  C2 1.532, C3 1.531, C4 1.531, C7 1.644
2 C -1.58425 1.20477 0.11143  C1 1.532, H13 1.094, H14 1.090, H15 1.090
3 C -1.52327 -1.11262 1.09080  C1 1.531, H16 1.092, H17 1.089, H18 1.094
4 C -1.22352 -0.77018 -1.40621  C1 1.531, H19 1.094, H20 1.092, H21 1.089
5 N 3.26464 0.50890 0.49816  O8 1.386, H11 1.030, H12 1.102
6 N 1.04385 0.89669 0.34601  C7 1.280
7 C 0.65292 -0.30900 0.16707  C1 1.644, N6 1.280, O9 1.234
8 O 3.76957 0.90937 -0.72910  N5 1.386, H10 0.967
9 O 1.19057 -1.41795 0.09722  C7 1.234
10 H 4.20752 1.75278 -0.54871  O8 0.967
11 H 2.98475 -0.47294 0.36552  N5 1.030
12 H 2.36189 1.07910 0.77175  N5 1.102
13 H -2.66692 1.12650 -0.02389  C2 1.094
14 H -1.19442 1.88022 -0.64946  C2 1.090
15 H -1.39610 1.64513 1.09038  C2 1.090
16 H -1.31223 -0.70881 2.08289  C3 1.092
17 H -1.09386 -2.11038 1.01850  C3 1.089
18 H -2.60953 -1.18311 0.97989  C3 1.094
19 H -2.30304 -0.82619 -1.57618  C4 1.094
20 H -0.79368 -0.12784 -2.17701  C4 1.092
21 H -0.79709 -1.76740 -1.50125  C4 1.089

Values from the calculation:
Max |F|: 0.61 eV Å⁻¹
E_HOMO (spin up / spin down): -0.3513 / -0.3515 Eh
Gap between HOMO and LUMO (spin up / spin down): 7.9 / 8.0 eV
Energy relative to the best compared isomer or geometry (same formula, charge and spin): 575.1 kJ/mol
E_LUMO (spin up / spin down): -1.612 / -1.605 eV
Electronic energy: -457.52988 Eh